ORCA calculation (wB97M-V/def2-TZVPD) on the molecule C5H8O.

Computed properties:
LUMO level = 1.01 eV
Charge = 0
SMILES string = O[C@@H]1C=CCC1
Energy above the lowest of the compared OMol25 structures with the same formula, charge and spin = 0.741 eV
E_HOMO = -9.6 eV

Positions of all 14 atoms, in Å:
H: -2.141 1.117 0.245
C: -1.047 -0.359 -0.887
H: 1.969 -0.178 0.484
H: 1.518 0.947 -0.810
C: 0.067 0.838 0.798
H: 0.275 1.889 1.018
C: 1.131 0.198 -0.110
H: 0.412 -1.865 -0.400
C: -1.208 0.613 0.011
H: 0.770 -1.038 -1.908
O: -0.009 0.213 2.075
H: -1.834 -0.765 -1.517
C: 0.371 -0.885 -0.900
H: -0.282 -0.702 1.915

---

ORCA calculation (wB97M-V/def2-TZVPD) on the molecule C5H10O2.

Computed properties:
LUMO level = 0.83 eV
Charge = 0
SMILES string = C[C@@H]1[C@H](O)C[C@@H]1O
Energy above the lowest of the compared OMol25 structures with the same formula, charge and spin = 1.981 eV
E_HOMO = -9.9 eV

Positions of all 17 atoms, in Å:
O: -0.116 2.057 -0.999
H: -1.211 0.311 1.482
C: 0.276 1.268 0.086
H: 2.439 0.539 0.179
C: 1.421 0.253 -0.106
H: 1.419 -0.128 -1.134
H: 0.474 1.962 0.908
C: 0.643 -0.716 0.798
H: 1.496 -2.402 0.416
H: -0.613 1.492 -1.606
O: 0.589 -2.069 0.416
H: -1.246 -1.360 -0.963
C: -1.599 -0.426 -0.522
C: -0.654 0.100 0.563
H: 0.958 -0.619 1.847
H: -2.608 -0.583 -0.133
H: -1.731 0.295 -1.341

---

ORCA calculation (wB97M-V/def2-TZVPD) on the ion C5H12NO with charge +1 in a non-equilibrium geometry.

Computed properties:
LUMO level = -3.01 eV
Charge = +1
SMILES string = CC[N@@H+]1C[C@]1(C)O
Energy above the lowest of the compared OMol25 structures with the same formula, charge and spin = 0.890 eV
E_HOMO = -15.0 eV

Positions of all 19 atoms, in Å:
C: -2.340 0.546 -0.593
H: 1.044 -1.538 0.291
H: -2.177 -1.752 0.518
H: 1.243 -1.049 -1.398
N: 0.182 0.291 -0.209
H: 3.385 -0.837 -0.177
H: 0.281 1.068 -0.865
H: 0.160 0.133 1.954
H: -2.049 1.510 -1.003
C: 1.266 -0.695 -0.365
H: -2.705 -0.084 -1.405
C: -0.278 0.684 1.137
C: -1.204 -0.138 0.107
C: 2.615 -0.087 -0.029
O: -1.275 -1.482 0.291
H: -3.162 0.710 0.105
H: -0.486 1.727 1.304
H: 2.653 0.233 1.008
H: 2.846 0.760 -0.671

---

ORCA calculation (wB97M-V/def2-TZVPD) on a structure of composition C6H24N12O6V in a non-equilibrium geometry.

Computed properties:
LUMO level (spin up / spin down) = -11.07 / -8.16 eV
⟨S²⟩ = 4.247
Charge = +2
Energy above the lowest of the compared OMol25 structures with the same formula, charge and spin = 15.650 eV
Multiplicity = 4
E_HOMO (spin up / spin down) = -13.5 / -13.6 eV

Positions of all 49 atoms, in Å:
N: -24.155 5.859 -16.614
H: -27.125 0.886 -23.346
H: -19.927 0.207 -11.675
H: -24.190 6.160 -19.823
N: -24.950 -1.008 -24.226
H: -23.683 -7.984 -19.440
H: -27.510 -0.081 -11.771
H: -23.124 -6.422 -20.073
H: -24.665 -7.983 -17.600
H: -18.333 -0.897 -14.005
N: -24.298 -7.048 -17.493
N: -24.160 6.337 -18.829
H: -26.237 0.935 -24.726
H: -26.692 -1.062 -12.903
C: -27.217 0.706 -13.630
N: -19.393 1.273 -22.221
N: -23.655 -6.975 -19.416
H: -17.838 0.651 -19.586
C: -19.250 0.818 -20.971
O: -23.772 -5.029 -18.238
H: -20.207 1.036 -22.770
N: -20.665 -0.152 -12.262
H: -25.085 -0.596 -25.139
C: -24.072 5.412 -17.857
N: -18.074 0.857 -20.546
C: -20.210 -0.649 -13.389
N: -18.907 -0.742 -13.188
V: -23.733 -0.376 -17.959
H: -24.029 5.373 -15.738
H: -18.534 1.678 -22.565
H: -21.632 0.138 -12.223
H: -18.577 -0.667 -12.237
H: -23.860 6.815 -16.476
C: -23.903 -6.251 -18.394
O: -20.832 -0.593 -14.434
C: -25.598 -0.399 -23.335
N: -27.894 1.690 -13.255
H: -27.959 2.316 -14.045
H: -24.147 7.315 -18.577
N: -27.190 -0.203 -12.721
N: -26.519 0.351 -23.952
H: -17.397 0.959 -21.288
H: -24.402 -6.602 -16.593
O: -23.868 4.206 -18.107
H: -24.369 -1.791 -23.962
O: -25.637 -0.575 -22.142
O: -20.199 0.208 -20.411
O: -26.547 0.620 -14.656
H: -28.203 1.711 -12.293

---

ORCA calculation (wB97M-V/def2-TZVPD) on a structure of composition C34H33AsN10Ru in a non-equilibrium geometry.

Computed properties:
LUMO level (spin up / spin down) = -2.79 / -2.78 eV
Charge = 0
E_HOMO (spin up / spin down) = -8.3 / -8.3 eV

Positions of all 79 atoms, in Å:
H: 1.423 -7.305 3.398
H: -1.564 -6.675 2.850
H: -2.748 -1.194 2.609
C: -0.836 -6.012 3.323
C: 0.377 -4.793 1.389
C: 1.697 -0.983 2.376
H: -2.657 -5.277 -0.718
N: -0.352 -1.921 1.578
H: 1.781 5.295 6.252
H: 1.694 -0.359 1.491
H: -3.445 -1.527 4.163
H: -0.159 -3.436 3.817
C: 0.338 -5.755 2.411
H: -3.365 -6.747 -0.055
H: -4.938 -6.464 1.544
C: 0.305 2.727 3.764
C: -4.465 -5.568 1.935
C: 0.656 -2.741 3.668
C: 0.644 -1.892 2.556
N: -5.103 1.061 0.491
H: -4.888 -3.187 4.265
C: -3.520 0.630 -0.830
C: 3.800 -7.328 2.089
H: 4.108 -7.835 1.173
H: -0.493 -6.501 4.234
H: 0.616 6.072 4.216
C: 1.535 -4.668 0.591
N: 0.581 -0.215 -2.510
C: 1.368 4.576 5.556
H: 3.539 -0.224 3.142
H: -3.135 0.766 -2.836
H: -1.728 -6.281 0.392
H: 3.511 -5.382 0.223
H: -6.627 -4.770 4.459
C: -2.664 -3.961 1.840
N: -2.738 0.502 -1.949
C: 2.603 -6.452 1.840
H: 0.894 -3.803 -1.290
C: 2.717 -1.753 4.409
N: -4.103 0.769 1.238
H: 1.539 -2.626 -0.163
H: 2.628 -3.722 -0.996
C: -0.220 1.769 2.840
C: 2.623 -5.493 0.836
H: 1.063 1.231 5.101
N: -3.055 0.476 0.424
N: -0.740 -0.279 -0.850
As: -1.032 -3.542 0.818
C: -6.308 -5.415 3.642
C: -4.431 -3.743 3.455
N: -0.612 0.201 -2.970
Ru: -1.364 -0.423 0.951
H: -6.167 -6.422 4.038
C: -5.043 -4.905 3.009
C: -2.729 -5.896 0.180
H: 4.648 -6.732 2.432
H: -1.764 -1.977 3.863
H: 3.521 -1.700 5.132
N: -4.778 0.997 -0.817
C: 0.714 5.012 4.412
C: -3.262 -3.244 2.885
C: 1.491 3.216 5.807
N: 0.540 -0.483 -1.257
H: 1.998 2.874 6.700
H: -7.116 -5.461 2.911
C: -2.756 -1.927 3.422
C: 1.456 -6.564 2.606
C: -0.695 0.948 2.086
H: 1.668 -3.306 5.461
H: -0.336 4.428 2.630
C: 0.967 2.293 4.917
H: -1.374 -5.110 3.601
C: 2.727 -0.922 3.294
C: -3.297 -5.116 1.343
C: -1.415 0.172 -1.928
C: 1.677 -2.659 4.593
H: 3.589 -8.085 2.843
C: 1.652 -3.652 -0.519
C: 0.181 4.097 3.520

---

ORCA calculation (wB97M-V/def2-TZVPD) on a cluster of 2 separate species, CH7N2O2P in total in a non-equilibrium geometry.

Computed properties:
LUMO level = 0.15 eV
Charge = 0
Energy above the lowest of the compared OMol25 structures with the same formula, charge and spin = 1.739 eV
E_HOMO = -10.6 eV

Positions of all 13 atoms, in Å:
O: -0.645 0.924 -1.143
H: 5.174 -0.820 0.960
C: -1.446 -0.067 -0.551
H: 2.377 1.357 1.926
H: -1.461 -0.131 0.446
N: 4.421 -0.141 1.115
H: -1.061 -1.100 -0.991
O: 2.349 -0.890 -0.727
H: -2.528 0.130 -0.853
H: 1.337 1.332 0.544
N: 1.959 0.808 1.170
H: 0.143 0.543 -1.323
P: 3.045 -0.186 0.392